(1)
Below is a molecular structure, C39H45HfN5P2, with properties calculated with ωB97M-V with the def2-TZVPD basis set.

Last column: Mulliken charge in e.
Element x y z (Å)
Hf: 0.9097 1.4821 -0.6610  1.22
C: -2.9272 -0.0103 4.6104  -0.87
C: -1.9056 -0.0325 3.7292  -0.82
C: -1.5631 -1.0659 2.7147  -0.39
C: -1.9872 -0.7050 1.2882  3.01
C: -3.4479 -0.8773 0.9801  -1.11
C: -4.4597 -0.4467 1.7467  -0.50
C: -4.7047 -0.7890 3.1767  -0.75
C: -4.2859 0.3589 4.1338  -0.01
C: 0.6209 3.1539 -1.9814  -1.47
H: -2.7603 -0.1164 5.6939  0.38
H: -1.2027 0.8064 3.7119  0.28
H: -1.9672 -2.0607 2.9508  0.61
H: -0.4598 -1.0944 2.7327  0.01
H: -1.7011 0.3395 1.1085  -1.25
H: -1.4283 -1.3146 0.5715  -0.85
H: -3.6505 -1.3957 0.0384  0.51
H: -5.1984 0.2403 1.3248  0.39
H: -4.1690 -1.7129 3.4210  0.34
H: -5.7708 -0.9698 3.3441  0.42
H: -4.1843 1.3078 3.5639  -0.15
H: -5.0177 0.4950 4.9443  0.41
H: -0.1736 3.8095 -1.5776  0.46
H: 0.3295 2.9285 -3.0164  0.54
H: 1.5054 3.8236 -2.0337  0.45
P: 0.3966 0.0216 -2.6561  -0.01
P: 2.0412 -1.1332 0.8778  0.56
N: -1.0839 -0.8083 -3.1692  0.89
N: 1.4063 -0.5545 -4.0976  0.50
N: 1.3281 -2.9520 0.6770  0.96
N: 3.5399 -1.9444 1.4097  0.25
C: 0.9507 -1.2972 -1.5350  -0.52
C: 2.3312 -1.0279 -0.9062  -1.90
C: -2.0218 -0.1375 -3.9656  -0.59
C: -2.8123 -1.0870 -4.6182  -0.78
C: -2.3108 -2.3876 -4.2568  -0.82
C: -1.2594 -2.1888 -3.3683  -0.51
C: 2.0534 0.2707 -5.0153  -0.47
C: 2.5901 -0.5201 -6.0393  -0.68
C: 2.2593 -1.8862 -5.7404  -0.61
C: 1.5641 -1.8794 -4.5296  -0.30
C: 0.1892 -3.5036 1.2430  -0.78
C: 0.1372 -4.8746 0.9780  -0.77
C: 1.2657 -5.1752 0.1557  -0.98
C: 1.9418 -3.9804 -0.0506  -0.46
C: 3.5954 -2.9893 2.3598  -0.39
C: 4.8364 -3.6165 2.2771  -0.62
C: 5.5843 -2.9376 1.2571  -0.69
C: 4.7719 -1.9368 0.7438  -0.40
H: 0.9764 -2.2395 -2.0810  0.59
H: 0.1570 -1.4693 -0.7891  -0.11
H: 3.0439 -1.7733 -1.2850  0.50
H: 2.8098 -0.0478 -1.1730  1.35
H: -2.0290 0.9353 -3.9841  0.47
H: -3.6345 -0.8953 -5.2779  0.48
H: -2.6395 -3.3488 -4.6103  0.50
H: -0.6311 -2.9201 -2.8885  0.69
H: 2.0779 1.3384 -4.8617  0.41
H: 3.1519 -0.1901 -6.8980  0.45
H: 2.4813 -2.7659 -6.3180  0.46
H: 1.1644 -2.7102 -3.9758  0.38
H: -0.4982 -2.9143 1.8201  0.41
H: -0.6092 -5.5595 1.3523  0.51
H: 1.5656 -6.1453 -0.2306  0.50
H: 2.8521 -3.8074 -0.6156  0.41
H: 2.7490 -3.2227 2.9829  0.43
H: 5.1628 -4.4631 2.8586  0.47
H: 6.5926 -3.1701 0.9448  0.47
H: 4.9380 -1.2266 -0.0474  0.46
C: -3.8243 4.0411 1.9649  -0.75
C: -3.6583 3.2842 0.7968  -0.65
C: -2.4027 2.7743 0.4490  -0.10
C: -1.3083 3.0236 1.3072  0.49
C: -1.4813 3.7356 2.5045  -0.29
C: -2.7283 4.2784 2.8058  -0.92
N: -0.0229 2.6016 0.9390  0.17
C: 1.1495 3.3624 1.1046  0.48
C: 1.1781 4.7356 1.3276  -1.18
C: 2.2094 5.4805 0.7683  -0.40
C: 3.2620 4.8654 0.0857  -0.87
C: 3.3736 3.4856 0.0158  -0.44
C: 2.3649 2.6499 0.6364  -0.19
H: -4.8005 4.4794 2.1952  0.44
H: -4.5110 3.0890 0.1388  0.49
H: -2.2391 2.2600 -0.5150  0.21
H: -0.6097 3.9039 3.1519  0.72
H: -2.8352 4.8916 3.7007  0.42
H: 0.3899 5.2091 1.8950  0.49
H: 2.1717 6.5646 0.8500  0.46
H: 4.0324 5.5119 -0.3459  0.42
H: 4.2627 3.0213 -0.4206  0.51
H: 2.6510 1.7183 1.1755  0.91

Force components x, y, z for each atom (eV/Å):
-1.194 2.684 2.813
-0.505 1.014 1.461
1.346 -0.007 -0.126
-0.598 0.726 -1.561
0.165 -1.794 0.219
0.696 -0.084 -0.719
-0.952 0.110 0.235
0.270 1.097 0.319
-0.808 -1.727 -0.035
-0.033 0.805 -0.574
0.292 1.928 -0.119
1.223 -0.856 1.492
0.187 0.377 0.176
-0.331 -0.233 0.194
-0.147 0.197 -0.088
0.142 -0.162 -0.088
-0.117 1.634 -0.774
-0.877 -1.298 -0.569
-0.232 0.206 0.076
0.112 -0.130 -0.505
-0.235 -0.512 0.520
0.395 -0.082 -0.182
0.107 -0.280 0.021
0.146 0.072 0.202
-0.209 -0.381 0.044
-0.706 -5.976 -6.024
0.839 -6.072 0.983
0.456 1.290 0.586
-0.129 1.197 1.390
-0.545 1.369 -0.279
0.046 0.444 0.265
-0.195 0.531 0.561
0.291 0.160 -0.675
-0.980 -1.436 -0.629
1.464 0.603 0.980
1.194 1.255 1.110
-0.893 -0.073 -0.705
0.592 -0.730 -1.142
-0.846 0.275 1.365
-0.706 1.098 1.705
0.470 0.121 -0.893
-0.089 -0.998 0.208
0.495 1.389 -0.066
0.043 1.117 0.010
0.296 -0.137 0.167
1.084 -0.103 -0.215
-1.236 1.378 -0.448
-1.026 0.666 -0.125
0.373 -0.615 0.315
0.118 0.159 0.080
0.115 0.083 0.067
-0.010 0.361 0.203
-0.079 -0.109 -0.209
-0.152 0.200 -0.064
-0.115 0.166 -0.124
-0.142 -0.020 0.057
-0.233 0.019 0.034
-0.008 -0.009 -0.116
-0.075 0.174 0.079
0.079 -0.022 -0.008
0.009 0.029 -0.189
0.171 -0.068 0.046
0.043 0.101 -0.074
-0.102 0.328 0.037
-0.044 -0.086 0.293
-0.046 0.023 -0.037
-0.081 0.065 0.040
-0.144 0.108 -0.038
0.253 0.035 -0.020
0.243 0.032 -0.152
0.077 -0.178 -0.036
0.434 0.425 0.422
-0.810 0.579 0.106
-0.013 0.032 -0.305
-0.114 -0.211 -0.059
2.583 -1.147 -0.490
-1.337 -1.872 -0.798
0.536 0.994 -0.121
-0.911 -0.430 0.810
0.965 -0.717 -0.901
0.262 0.470 0.888
-0.025 0.564 -0.469
0.403 -0.248 -0.054
0.328 0.150 0.267
-0.235 0.131 0.548
-0.595 -0.166 -0.157
-0.067 -0.226 -0.216
-0.043 0.092 -0.383
0.093 -0.199 0.039
-0.252 -0.433 0.039
-0.235 0.213 0.253
0.020 0.555 -0.161

The calculation puts the HOMO-LUMO gap (spin up / spin down) at 3.0 / 3.0 eV. As for the multiplicity: 1. The relative energy (zero: lowest compared OMol25 entry of this formula, charge and spin) is 71.94 kcal/mol. As for the HOMO energy (spin up / spin down): -11.02 / -11.00 eV. Its net charge is +2. The value obtained for the LUMO energy (spin up / spin down) is -7.97 / -7.97 eV.

=====

(2)
Below is 10 unconnected molecules or ions with the total composition C39H45N10O3, with properties calculated with ωB97M-V with the def2-TZVPD basis set.

Last column: Mulliken charge in e.
Element x y z (Å)
N: 0.1142 0.0869 0.0748  1.06
O: -0.7388 0.6235 0.7094  -0.68
O: 1.0719 -0.2762 0.6894  -0.69
O: -0.0241 -0.2852 -1.0740  -0.70
N: 6.7413 2.3166 1.4604  0.01
C: 7.6092 3.3985 1.4738  -0.34
C: 7.1640 4.3449 2.3883  -0.50
C: 5.8884 3.8339 2.9061  -0.29
C: 5.6467 2.5585 2.3152  -0.66
H: 6.8992 1.5019 0.8846  0.20
H: 8.5179 3.3047 0.8977  0.36
H: 7.6338 5.2931 2.6042  0.38
H: 5.2327 4.3517 3.5905  0.38
H: 4.8518 1.8556 2.5166  0.45
N: 0.9230 -0.2218 5.5401  0.01
C: -0.1186 -1.0893 5.7549  -0.57
C: -0.2171 -1.2973 7.0929  -0.37
C: 0.8902 -0.6740 7.7440  -0.52
C: 1.4972 0.0917 6.7381  -0.36
H: 1.0943 0.2088 4.6427  0.23
H: -0.7149 -1.4542 4.9317  0.47
H: -1.0110 -1.8492 7.5743  0.37
H: 1.1445 -0.6319 8.7928  0.37
H: 2.3192 0.7873 6.6552  0.37
N: 4.7305 -0.5842 -2.3079  0.02
C: 5.3108 0.2831 -3.1866  -0.35
C: 6.6696 0.1810 -3.1851  -0.37
C: 6.9524 -0.7725 -2.2653  -0.31
C: 5.7938 -1.2199 -1.6233  -0.77
H: 3.7501 -0.6270 -2.0690  0.23
H: 4.6999 0.9700 -3.7534  0.40
H: 7.2679 0.8114 -3.8262  0.39
H: 7.9563 -1.1216 -2.0738  0.39
H: 5.6657 -1.9569 -0.8442  0.38
N: -2.4319 5.2525 2.7875  0.04
C: -2.3958 5.2613 4.1617  -0.46
C: -3.3908 6.0817 4.5621  -0.41
C: -3.9731 6.7041 3.4862  -0.28
C: -3.3939 6.1168 2.3728  -0.57
H: -1.7527 4.7373 2.2459  0.22
H: -1.6217 4.7259 4.6915  0.38
H: -3.5844 6.3893 5.5791  0.35
H: -4.7369 7.4615 3.5831  0.37
H: -3.4350 6.3672 1.3230  0.36
N: -4.4038 1.6990 -1.9882  0.07
C: -5.4902 1.3488 -1.2449  -0.55
C: -6.5747 1.9415 -1.9310  -0.46
C: -6.1761 2.4304 -3.1702  -0.45
C: -4.7881 2.2542 -3.1849  -0.39
H: -3.4688 1.4144 -1.7336  0.19
H: -5.3519 0.8510 -0.2965  0.43
H: -7.6008 1.9525 -1.5945  0.37
H: -6.7230 2.9392 -3.9502  0.39
H: -3.9766 2.5225 -3.8451  0.40
N: 2.2244 4.6342 -1.2577  0.06
C: 2.2273 5.9140 -0.8069  -0.53
C: 1.1741 6.5678 -1.3678  -0.50
C: 0.6650 5.6762 -2.3079  -0.25
C: 1.2528 4.4792 -2.1771  -0.52
H: 2.9069 3.9649 -0.9316  0.20
H: 2.9829 6.2944 -0.1355  0.39
H: 0.8122 7.5832 -1.3015  0.38
H: -0.1307 5.8999 -3.0031  0.38
H: 1.1125 3.5247 -2.6625  0.40
N: -5.4892 -2.5328 -4.8178  -0.53
C: -4.6513 -2.5779 -3.6903  -0.25
C: -3.2333 -2.6166 -3.7505  -0.33
C: -2.5944 -2.4138 -4.9934  -0.36
C: -3.4133 -2.1830 -6.1169  -0.28
C: -4.7788 -2.2502 -5.9857  -0.18
H: -5.1409 -2.7100 -2.7368  0.43
H: -2.7202 -2.8135 -2.8208  0.43
H: -1.5154 -2.3701 -4.9773  0.41
H: -2.9188 -1.9455 -7.0473  0.34
H: -5.2645 -2.0739 -6.9340  0.32
N: -5.4621 -5.5517 1.7797  -0.56
C: -5.0490 -4.2307 1.8868  -0.14
C: -3.7380 -3.6820 1.8361  -0.43
C: -2.7435 -4.6720 1.5969  -0.26
C: -3.0573 -6.0322 1.4243  -0.45
C: -4.3921 -6.3895 1.6039  -0.15
H: -5.8024 -3.4964 2.1308  0.36
H: -3.5603 -2.6215 1.9364  0.45
H: -1.7358 -4.2838 1.5776  0.43
H: -2.2728 -6.7476 1.2262  0.39
H: -4.6603 -7.4314 1.6990  0.37
N: 2.8912 -7.9121 -1.3771  -0.58
C: 2.8485 -6.7211 -0.7592  -0.15
C: 2.1407 -5.6426 -1.3536  -0.52
C: 1.5230 -5.8323 -2.6065  -0.26
C: 1.5501 -7.0855 -3.1474  -0.31
C: 2.2137 -8.1189 -2.5471  -0.20
H: 3.2722 -6.6217 0.2292  0.38
H: 2.2820 -4.6757 -0.8937  0.46
H: 1.0566 -5.0027 -3.1168  0.48
H: 0.9956 -7.3501 -4.0356  0.33
H: 2.2507 -9.1423 -2.8900  0.37

Force components x, y, z for each atom (eV/Å):
-0.183 -2.073 0.177
-4.205 3.120 1.168
5.125 -1.164 1.918
-0.695 0.112 -3.313
-0.798 0.954 0.844
-0.502 -0.514 0.847
-1.419 -1.455 -0.550
0.925 -1.371 -1.414
1.949 2.223 0.295
-0.273 0.124 0.174
-0.063 0.305 0.019
-0.078 -0.131 0.026
0.048 -0.163 0.003
0.158 -0.003 -0.326
-0.751 -0.380 0.076
-0.124 0.548 -0.589
0.161 -0.858 0.883
-0.009 1.687 -1.306
0.369 -0.640 -0.043
0.198 -0.092 0.212
-0.009 0.136 0.124
0.200 -0.217 -0.037
-0.149 -0.072 -0.110
0.097 -0.116 0.688
1.966 -0.238 1.079
-1.651 0.723 -0.649
-1.386 1.594 -1.593
1.013 -2.175 2.638
-0.193 0.611 -1.679
0.143 0.046 0.031
-0.079 -0.133 -0.023
0.327 -0.337 0.185
-0.073 -0.143 0.347
-0.173 0.103 -0.207
0.465 -0.117 0.874
0.582 -0.851 -0.677
0.463 0.715 2.783
-0.557 -0.264 -1.658
0.101 0.910 -0.834
-0.411 0.211 -0.263
-0.304 -0.095 0.033
0.015 -0.307 0.121
0.021 -0.116 -0.473
-0.365 -0.127 0.062
-0.072 -0.932 -0.523
-0.841 1.917 -0.943
-0.802 -1.574 1.500
2.344 0.264 -0.261
0.314 0.278 0.579
0.032 0.079 -0.262
-0.319 0.165 -0.082
0.036 -0.188 0.138
-0.169 -0.178 0.217
-0.397 0.111 -0.310
1.490 -0.086 0.945
0.345 0.710 1.237
0.348 0.779 -0.689
-2.505 0.428 -1.166
0.543 -1.560 -0.589
-0.364 -0.098 -0.266
-0.101 -0.299 0.135
0.447 0.006 0.363
-0.095 -0.097 0.087
-0.127 0.177 -0.007
3.365 1.260 0.162
-0.361 -0.770 -2.682
-1.303 0.315 -1.019
-1.303 0.056 1.263
1.635 -0.167 1.503
-0.888 -0.621 1.333
-0.195 -0.002 -0.008
0.326 0.231 -0.077
0.079 -0.065 -0.451
-0.317 -0.003 -0.242
-1.030 -0.185 0.261
3.246 1.802 0.287
-0.057 -0.112 0.200
-0.835 -3.617 -0.552
-0.408 1.242 -0.026
-0.478 1.663 0.627
-1.163 0.201 0.122
-0.625 -0.200 -0.231
0.125 -0.116 0.088
0.351 -0.415 -0.235
-0.126 -0.143 0.120
0.004 -0.262 -0.434
-0.272 -0.399 0.090
-1.690 -0.112 -2.091
1.081 -0.610 -0.402
0.719 0.934 1.701
-0.853 -1.173 -1.213
1.455 0.815 2.643
0.357 -0.087 -0.057
-0.566 0.211 -0.022
-0.131 0.007 0.035
-0.046 0.373 -0.308
-0.078 0.076 -0.357

The calculation puts the HOMO-LUMO gap at 7.3 eV. As for the multiplicity: 1. As for the HOMO energy: -5.17 eV. Its net charge is -1. The value obtained for the LUMO energy is 2.09 eV.